1.
Computed, not measured: a cluster of 2 separate species, CHBrClNO2 in total, with the ωB97M-V functional and the def2-TZVPD basis.

XYZ file:
```
7
Properties=species:S:1:pos:R:3:nbo_charge:R:1
Br 3.005 -0.273 0.094 -0.24
Cl 0.305 1.447 1.519 0.20
O 0.249 0.513 -2.060 -0.33
O 1.142 2.225 -1.100 -0.33
N 0.632 1.137 -1.101 0.45
C 0.426 0.475 0.180 -0.01
H -0.080 -0.480 0.143 0.26
```

Computed properties:
orbital gap (alpha / beta): 7.22 / 7.22 eV
energy above the lowest of the compared OMol25 structures with the same formula, charge and spin: 1.5389 eV
total charge: 0


2.
Computed, not measured: a structure of composition CHBrF2O, with the ωB97M-V functional and the def2-TZVPD basis.

XYZ file:
```
6
Properties=species:S:1:pos:R:3:mulliken_spin:R:1
Br 1.600 -0.364 -1.890 1.18
F -1.070 -0.718 1.107 0.01
F 0.716 0.475 1.264 0.00
O 0.025 -0.657 -1.097 0.68
C -0.306 0.184 0.513 0.11
H -0.965 1.081 0.103 0.01
```

Computed properties:
orbital gap (alpha / beta): 7.59 / 7.48 eV
energy above the lowest of the compared OMol25 structures with the same formula, charge and spin: 0.6039 eV
spin multiplicity: 3
total charge: 0


3.
Computed, not measured: the ion CHBrNO2 with charge -1, with the ωB97M-V functional and the def2-TZVPD basis.

XYZ file:
```
6
Properties=species:S:1:pos:R:3:nbo_charge:R:1
Br -0.809 -1.927 -0.692 -0.06
O 0.631 1.612 0.867 -0.73
O -1.257 1.023 -0.438 -0.52
N -0.174 0.647 0.011 0.33
C 0.329 -0.535 -0.070 -0.23
H 1.281 -0.820 0.322 0.21
```

Computed properties:
orbital gap: 7.00 eV
energy above the lowest of the compared OMol25 structures with the same formula, charge and spin: 3.9891 eV
SMILES string: [O-][N+]([O-])=CBr
total charge: -1


4.
Computed, not measured: a cluster of 2 separate species, CHBrNO2 in total, with the ωB97M-V functional and the def2-TZVPD basis.

XYZ file:
```
6
Properties=species:S:1:pos:R:3:nbo_charge:R:1
Br 2.737 -0.308 0.064 -0.82
O -1.672 -1.861 -0.018 -0.59
O 0.004 1.415 -0.163 -0.58
N -0.909 0.527 0.252 -0.25
C -1.222 -0.682 0.000 0.77
H 1.061 0.910 -0.136 0.47
```

Computed properties:
orbital gap: 8.56 eV
energy above the lowest of the compared OMol25 structures with the same formula, charge and spin: 1.3148 eV
total charge: -1


5.
Computed, not measured: the molecule CHBrO, with the ωB97M-V functional and the def2-TZVPD basis.

XYZ file:
```
4
Properties=species:S:1:pos:R:3:nbo_charge:R:1
Br -1.587 0.614 -0.016 0.00
O 0.341 -1.244 -0.008 -0.48
C 0.190 -0.057 -0.038 0.31
H 1.056 0.688 0.063 0.17
```

Computed properties:
orbital gap: 11.25 eV
energy above the lowest of the compared OMol25 structures with the same formula, charge and spin: 0.1316 eV
SMILES string: O=CBr
total charge: 0


6.
Computed, not measured: a cluster of 2 separate species, CHCl2NO in total, with the ωB97M-V functional and the def2-TZVPD basis.

XYZ file:
```
6
Properties=species:S:1:pos:R:3:nbo_charge:R:1
Cl 1.433 1.062 1.088 -0.28
Cl -0.063 -0.613 -1.993 0.12
O -1.253 -0.171 0.452 -0.39
N -0.634 -1.663 0.459 -0.14
C -0.536 -0.785 -0.411 0.41
H 1.052 2.170 0.406 0.29
```

Computed properties:
orbital gap: 10.36 eV
energy above the lowest of the compared OMol25 structures with the same formula, charge and spin: 1.6308 eV
SMILES string: ClC1=NO1.Cl
total charge: 0


7.
Computed, not measured: the molecule CHCl2NO2, with the ωB97M-V functional and the def2-TZVPD basis.

XYZ file:
```
7
Properties=species:S:1:pos:R:3:mulliken_spin:R:1
Cl 2.459 0.611 1.343 0.77
Cl 1.173 2.919 0.262 0.36
O 0.877 -0.827 -0.389 0.02
O 1.054 0.542 -2.128 0.07
N 1.121 1.175 0.417 0.74
C 1.006 0.369 -0.928 0.06
H 0.783 -0.700 0.581 -0.01
```

Computed properties:
orbital gap (alpha / beta): 7.02 / 7.59 eV
energy above the lowest of the compared OMol25 structures with the same formula, charge and spin: 0.9958 eV
spin multiplicity: 3
total charge: 0


8.
Computed, not measured: the molecule CHCl3, with the ωB97M-V functional and the def2-TZVPD basis.

XYZ file:
```
5
Properties=species:S:1:pos:R:3:nbo_charge:R:1
Cl 1.054 0.479 -1.242 0.05
Cl 0.275 0.790 1.513 0.00
Cl -1.711 0.021 -0.491 -0.01
C 0.034 -0.133 0.000 -0.28
H 0.349 -1.157 0.221 0.23
```

Computed properties:
orbital gap: 11.81 eV
energy above the lowest of the compared OMol25 structures with the same formula, charge and spin: 0.0933 eV
SMILES string: ClC(Cl)Cl
total charge: 0


9.
Computed, not measured: a cluster of 2 separate species, CHCl3F2Si in total, with the ωB97M-V functional and the def2-TZVPD basis.

XYZ file:
```
8
Properties=species:S:1:pos:R:3:nbo_charge:R:1
Cl 3.704 0.625 1.463 0.08
Cl 0.484 0.160 -1.308 -0.35
Cl 5.029 0.152 -0.954 0.03
Si -0.619 1.269 -0.166 1.91
F 0.242 2.206 0.825 -0.65
F -1.330 2.428 -1.047 -0.64
C 3.754 1.000 -0.166 -0.11
H -1.434 0.578 0.654 -0.27
```

Computed properties:
orbital gap: 8.60 eV
energy above the lowest of the compared OMol25 structures with the same formula, charge and spin: 1.7340 eV
total charge: 0


10.
Computed, not measured: a cluster of 2 separate species, CHCl4P in total, with the ωB97M-V functional and the def2-TZVPD basis.

XYZ file:
```
7
Properties=species:S:1:pos:R:3:nbo_charge:R:1
Cl -0.796 -1.971 0.498 0.06
Cl -0.700 -0.405 -2.040 0.06
Cl 2.613 0.398 -0.437 -0.25
Cl -2.223 0.500 0.232 0.07
P 1.113 1.306 0.474 0.46
C -0.924 -0.434 -0.317 -0.30
H 0.916 0.606 1.589 -0.08
```

Computed properties:
orbital gap (alpha / beta): 7.62 / 7.26 eV
energy above the lowest of the compared OMol25 structures with the same formula, charge and spin: 1.9458 eV
total charge: 0


11.
Computed, not measured: a cluster of 2 separate species, CHCl4P in total, with the ωB97M-V functional and the def2-TZVPD basis.

XYZ file:
```
7
Properties=species:S:1:pos:R:3:nbo_charge:R:1
Cl 3.077 -0.785 2.714 0.01
Cl 0.505 -1.769 -0.886 -0.26
Cl 1.128 1.368 2.890 0.04
Cl 2.556 0.912 0.401 0.08
P -0.115 -1.270 0.940 0.55
C 1.907 0.244 1.818 -0.34
H -0.880 -0.303 0.474 -0.08
```

Computed properties:
orbital gap (alpha / beta): 7.40 / 7.39 eV
energy above the lowest of the compared OMol25 structures with the same formula, charge and spin: 1.6693 eV
total charge: 0


12.
Computed, not measured: a structure of composition CHClF2O, with the ωB97M-V functional and the def2-TZVPD basis.

XYZ file:
```
6
Properties=species:S:1:pos:R:3:nbo_charge:R:1
Cl 1.478 -1.425 -0.083 -0.45
F 0.084 0.751 -1.432 -0.29
F 0.637 1.279 0.555 -0.28
O -1.177 -0.060 0.346 -0.66
C -0.054 0.375 -0.125 1.13
H -0.968 -0.920 0.740 0.55
```

Computed properties:
orbital gap: 9.72 eV
energy above the lowest of the compared OMol25 structures with the same formula, charge and spin: 1.5775 eV
total charge: 0


13.
Computed, not measured: a cluster of 2 separate species, CHClF2O in total, with the ωB97M-V functional and the def2-TZVPD basis.

XYZ file:
```
6
Properties=species:S:1:pos:R:3:nbo_charge:R:1
Cl 0.476 -0.132 -1.872 0.13
F 0.779 -0.956 0.608 -0.29
F -1.465 -0.990 -0.007 -0.56
O -0.112 1.052 0.293 -0.63
C 0.140 -0.101 -0.226 0.84
H 0.183 1.126 1.205 0.52
```

Computed properties:
orbital gap: 11.96 eV
energy above the lowest of the compared OMol25 structures with the same formula, charge and spin: 1.8576 eV
total charge: 0


14.
Computed, not measured: the molecule CHClF2OS, with the ωB97M-V functional and the def2-TZVPD basis.

XYZ file:
```
7
Properties=species:S:1:pos:R:3:nbo_charge:R:1
Cl 1.732 -1.576 0.046 -0.27
S 1.245 0.470 -0.030 1.16
F -1.300 1.219 0.572 -0.33
F -0.976 -0.807 1.296 -0.29
O 1.126 0.749 -1.453 -0.89
C -0.760 0.036 0.317 0.46
H -1.067 -0.092 -0.748 0.17
```

Computed properties:
orbital gap: 9.82 eV
energy above the lowest of the compared OMol25 structures with the same formula, charge and spin: 0.1941 eV
total charge: 0


15.
Computed, not measured: the molecule CHClF2OS2, with the ωB97M-V functional and the def2-TZVPD basis.

XYZ file:
```
8
Properties=species:S:1:pos:R:3:nbo_charge:R:1
Cl 0.710 -2.260 -1.075 -0.12
S -1.629 0.323 0.138 -0.28
S 0.951 -1.472 0.688 0.59
F 0.144 2.046 0.517 -0.31
F 0.321 1.061 -1.446 -0.31
O 1.250 0.095 0.276 -0.66
C 0.288 0.886 -0.134 0.92
H -2.035 -0.679 1.036 0.17
```

Computed properties:
orbital gap: 9.35 eV
energy above the lowest of the compared OMol25 structures with the same formula, charge and spin: 1.2417 eV
SMILES string: FC(F)(S)OSCl
total charge: 0


16.
Computed, not measured: the molecule CHClFNO2, with the ωB97M-V functional and the def2-TZVPD basis.

XYZ file:
```
7
Properties=species:S:1:pos:R:3:nbo_charge:R:1
Cl -0.295 1.826 -0.718 0.06
F 0.207 0.875 1.414 -0.30
O 1.103 -1.401 0.383 -0.33
O 0.235 -0.944 -1.537 -0.35
N 0.425 -0.802 -0.369 0.52
C -0.303 0.456 0.270 0.19
H -1.373 -0.010 0.557 0.20
```

Computed properties:
orbital gap: 11.35 eV
energy above the lowest of the compared OMol25 structures with the same formula, charge and spin: 0.3669 eV
SMILES string: O=[N+]([O-])[C@@H](F)Cl
total charge: 0


17.
Computed, not measured: a cluster of 2 separate species, CHClFNO2 in total, with the ωB97M-V functional and the def2-TZVPD basis.

XYZ file:
```
7
Properties=species:S:1:pos:R:3:nbo_charge:R:1
Cl 1.454 1.646 0.619 0.05
F 0.765 -0.086 -1.129 -0.34
O -1.167 0.237 0.594 -0.28
O -2.954 -0.722 -0.156 -0.26
N -1.815 -0.476 -0.069 0.54
C 1.512 0.090 -0.006 0.13
H 2.206 -0.689 0.148 0.17
```

Computed properties:
orbital gap (alpha / beta): 10.52 / 6.91 eV
energy above the lowest of the compared OMol25 structures with the same formula, charge and spin: 2.4395 eV
total charge: 0


18.
Computed, not measured: a cluster of 2 separate species, CHClFO3 in total, with the ωB97M-V functional and the def2-TZVPD basis.

XYZ file:
```
7
Properties=species:S:1:pos:R:3:nbo_charge:R:1
Cl 1.049 -0.993 1.724 0.32
F 1.703 0.638 -0.099 -0.20
O -0.480 -0.516 -0.406 -0.27
O -1.968 -0.843 -1.929 0.04
O -1.484 -0.139 -1.100 0.35
C 0.902 0.451 0.887 0.48
H 0.278 1.402 0.924 0.28
```

Computed properties:
orbital gap (alpha / beta): 9.75 / 9.76 eV
energy above the lowest of the compared OMol25 structures with the same formula, charge and spin: 3.2561 eV
total charge: +1


19.
Computed, not measured: the molecule CHClN2O2S, with the ωB97M-V functional and the def2-TZVPD basis.

XYZ file:
```
8
Properties=species:S:1:pos:R:3:nbo_charge:R:1
Cl 0.540 -0.629 1.518 0.97
S 0.099 0.611 -1.178 1.56
O -0.793 1.592 -1.513 -0.87
O 1.738 -1.291 0.779 -0.82
N 0.268 0.802 0.648 -0.93
N -1.678 -1.752 -0.583 -0.25
C -0.976 -0.862 -0.771 -0.07
H 0.801 1.528 1.100 0.41
```

Computed properties:
orbital gap: 9.15 eV
energy above the lowest of the compared OMol25 structures with the same formula, charge and spin: 5.2135 eV
total charge: 0


20.
Computed, not measured: the ion CHClN3O with charge +1, with the ωB97M-V functional and the def2-TZVPD basis.

XYZ file:
```
7
Properties=species:S:1:pos:R:3:nbo_charge:R:1
Cl 2.637 -0.423 0.060 0.33
O -0.383 -1.549 -0.026 -0.39
N -2.536 0.302 0.131 0.41
N 0.955 0.321 -0.020 -0.57
N -1.445 0.339 -0.042 0.03
C -0.109 -0.378 0.067 0.72
H 0.882 1.389 -0.169 0.47
```

Computed properties:
orbital gap: 9.34 eV
energy above the lowest of the compared OMol25 structures with the same formula, charge and spin: 1.7122 eV
SMILES string: N#[N+]C(=O)NCl
total charge: +1